Computed, not measured: a cluster of 3 separate species, C28H61ClN7O5P2 in total in a non-equilibrium geometry, with ωB97M-V with the def2-TZVPD basis set.

The value obtained for the HOMO energy is -9.60 eV. The HOMO-LUMO gap is 7.15 eV. Its total charge is +1. Its energy is -3005.3735 Ha.

XYZ file:
```
104
Properties=species:S:1:pos:R:3:forces:R:3:mulliken_charge:R:1
C 1.711 -0.150 3.732 -0.2 0.1 0.5 -0.06
C 1.439 0.720 2.955 -0.2 1.1 -0.2 -1.12
C 1.094 1.910 2.103 0.6 -1.9 0.4 0.28
C 0.820 1.376 0.667 0.1 0.4 -0.2 -0.54
C -0.256 2.126 -0.172 -0.4 -1.0 -0.7 -1.00
C -1.442 2.712 0.612 1.3 0.7 -0.4 -0.49
C -2.567 1.781 1.126 -0.3 0.6 0.8 0.25
C -2.217 0.423 1.768 0.4 0.5 0.5 0.34
C -2.420 0.466 3.303 -0.1 -0.8 -0.7 0.43
O -2.973 -0.415 3.851 -0.2 -0.2 0.5 -0.45
Cl -1.807 1.835 4.287 0.0 0.0 -0.6 -0.15
C -3.741 1.872 0.045 0.7 0.4 0.2 0.01
C -4.458 0.592 -0.400 -0.3 0.3 0.2 -1.13
C -5.505 0.135 0.656 0.6 -0.5 -0.1 -0.59
O -6.824 0.063 0.075 -0.3 0.0 1.1 -0.39
C -7.692 0.909 0.708 -0.8 0.5 -0.2 0.07
O -7.543 2.091 0.735 0.6 0.4 0.1 -0.42
C -3.143 2.800 -1.067 -1.0 -1.5 -0.3 -1.23
N -2.278 3.664 -0.236 -0.5 0.1 0.0 0.33
C -1.664 4.908 -0.779 0.0 1.6 0.1 -0.26
C -1.666 5.995 0.331 0.1 -0.6 -0.3 -1.13
H 1.872 -0.773 4.589 0.1 -0.2 -0.5 0.46
H 1.988 2.546 2.133 -0.5 0.2 -0.1 0.42
H 0.242 2.378 2.610 0.2 0.1 -0.3 0.07
H 1.766 1.461 0.110 -0.3 -0.1 0.1 -0.09
H 0.609 0.298 0.691 -0.1 0.4 0.1 0.61
H -0.671 1.390 -0.887 0.3 0.2 0.2 0.13
H 0.266 2.862 -0.805 -0.4 0.1 0.4 0.43
H -1.000 3.427 1.326 -0.4 -0.7 0.4 0.52
H -2.973 2.368 1.973 0.1 -0.3 -0.3 0.48
H -2.861 -0.405 1.442 0.2 0.3 0.0 -0.20
H -1.183 0.079 1.621 -0.3 0.2 -0.1 -0.15
H -4.491 2.498 0.564 0.0 -0.3 -0.5 0.50
H -3.769 -0.234 -0.633 -0.1 0.4 0.0 0.38
H -5.043 0.837 -1.299 0.3 -0.2 0.1 0.50
H -5.288 -0.876 1.038 0.0 0.3 -0.3 0.25
H -5.512 0.788 1.542 0.0 0.0 -0.4 0.60
H -8.601 0.506 1.197 0.5 -0.7 -0.5 0.39
H -2.577 2.253 -1.835 0.1 0.2 0.4 0.31
H -3.957 3.318 -1.591 0.4 0.3 0.3 0.56
H -2.939 4.006 0.472 0.1 0.2 -0.2 0.26
H -2.276 5.292 -1.608 0.1 -0.6 0.2 0.43
H -0.638 4.791 -1.141 -0.3 -0.5 0.0 0.22
H -1.451 6.967 -0.127 0.2 -0.3 0.2 0.41
H -0.911 5.732 1.086 -0.2 0.4 -0.1 0.30
H -2.652 6.084 0.816 0.3 -0.1 -0.2 0.35
O 4.235 3.423 -3.036 2.2 2.9 -0.9 -0.89
P 5.591 2.890 -2.601 -2.1 -6.3 1.8 0.89
N 5.635 1.526 -3.639 0.3 -0.4 -0.4 0.19
C 5.220 0.165 -3.402 0.1 -0.2 0.2 -1.01
C 5.863 1.805 -5.049 0.2 0.6 0.1 -1.18
N 5.122 2.613 -0.954 -0.7 0.9 0.7 0.32
C 5.041 1.329 -0.292 0.7 -0.1 0.1 -1.12
C 4.048 3.460 -0.453 -0.2 0.1 -0.2 -1.12
N 7.232 2.610 -2.151 -0.1 2.6 -0.1 -0.06
C 8.049 1.431 -2.352 0.2 -0.2 -1.0 -0.77
C 7.792 3.530 -1.156 0.1 0.1 0.0 -1.03
H 5.987 -0.528 -3.773 -0.1 0.0 -0.1 0.38
H 4.274 -0.077 -3.903 0.0 0.0 0.0 0.34
H 5.107 -0.085 -2.352 -0.1 0.2 0.1 0.30
H 6.910 2.090 -5.222 0.0 0.0 -0.1 0.33
H 5.228 2.624 -5.402 0.0 0.0 0.0 0.31
H 5.657 0.941 -5.680 -0.1 -0.1 0.2 0.42
H 4.156 0.760 -0.605 0.0 -0.1 0.0 0.25
H 4.978 1.465 0.793 -0.1 0.1 0.0 0.44
H 5.938 0.727 -0.442 -0.1 -0.1 -0.2 0.25
H 3.063 3.090 -0.774 -0.1 0.1 0.0 0.21
H 4.160 4.484 -0.802 -0.1 -0.1 -0.1 0.39
H 4.056 3.504 0.641 0.2 -0.2 0.0 0.40
H 7.705 0.579 -1.760 -0.1 0.0 0.0 0.22
H 9.085 1.624 -2.064 -0.1 0.3 0.1 0.37
H 8.098 1.137 -3.400 -0.2 -0.1 0.0 0.24
H 7.695 3.121 -0.147 0.0 0.0 0.0 0.31
H 7.282 4.491 -1.188 -0.1 0.0 0.1 0.33
H 8.849 3.727 -1.353 0.0 0.0 -0.1 0.38
O -0.982 -3.290 1.217 -2.9 2.8 0.3 -0.93
P -2.190 -4.205 1.035 3.8 -6.3 -0.4 1.03
N -1.856 -5.222 2.374 -0.2 -0.3 0.6 0.18
C -1.118 -6.461 2.440 0.0 -0.3 -0.2 -1.06
C -2.104 -4.647 3.688 -0.3 0.5 -0.3 -1.12
N -1.710 -4.787 -0.523 0.3 1.0 -0.8 0.28
C -1.325 -6.145 -0.847 -0.7 -0.4 0.0 -1.18
C -0.894 -3.874 -1.322 0.2 0.1 0.2 -0.88
N -3.713 -5.001 0.836 -0.7 2.6 -0.6 0.02
C -4.178 -6.251 1.402 -0.2 0.0 1.0 -0.81
C -4.531 -4.550 -0.294 -0.1 0.0 0.1 -0.97
H -1.675 -7.193 3.040 0.1 0.1 0.1 0.39
H -0.128 -6.334 2.893 0.0 0.0 0.0 0.32
H -0.978 -6.942 1.477 0.0 0.2 -0.1 0.29
H -3.184 -4.583 3.883 0.0 0.1 0.1 0.31
H -1.685 -3.639 3.768 0.0 0.0 0.0 0.26
H -1.667 -5.243 4.488 0.1 -0.1 -0.2 0.41
H -0.318 -6.382 -0.486 0.0 0.0 0.0 0.34
H -1.327 -6.289 -1.932 0.0 0.2 0.0 0.39
H -2.036 -6.879 -0.470 0.1 0.0 0.2 0.23
H 0.160 -3.901 -1.019 0.0 0.1 0.0 0.30
H -1.250 -2.849 -1.234 0.1 0.0 0.1 0.09
H -0.951 -4.136 -2.382 -0.1 -0.2 0.1 0.37
H -3.636 -7.113 1.006 0.1 0.1 0.0 0.23
H -5.236 -6.408 1.180 0.0 0.2 -0.2 0.36
H -4.113 -6.261 2.489 0.2 -0.1 0.0 0.25
H -4.359 -5.174 -1.175 0.0 0.0 0.0 0.29
H -4.297 -3.518 -0.553 0.1 0.0 -0.1 0.17
H -5.596 -4.580 -0.047 0.0 0.0 0.1 0.42
```
Forces are in eV/Å.